Entry from the OMol25 dataset: C32H26CrN5O as an isolated structure (ωB97M-V with the def2-TZVPD basis set).

The geometry in XYZ format:
```
65
Properties=species:S:1:pos:R:3:forces:R:3:lowdin_charge:R:1
Cr -0.588 0.168 -0.021 0.0 0.2 -0.1 0.862
N 3.689 0.073 -0.703 -0.2 0.0 0.0 0.171
C 2.416 -0.267 -0.648 0.1 0.0 -0.1 -0.106
N 1.428 0.567 -0.408 0.0 -0.2 0.0 0.058
C 1.729 1.917 -0.194 0.5 0.1 0.0 -0.238
N 0.803 2.798 -0.002 -0.5 -0.1 0.0 0.130
N -0.427 2.186 0.008 -0.4 0.0 -0.1 -0.084
C -1.513 2.871 0.006 0.2 -0.4 0.0 0.012
C -2.769 2.091 0.030 0.3 0.2 0.0 -0.235
C -4.009 2.692 0.080 -0.1 -0.3 0.0 0.033
C -5.138 1.874 0.140 0.1 0.1 0.0 0.005
C -4.977 0.503 0.152 0.2 -0.1 0.0 0.002
C -3.691 -0.027 0.092 -0.2 0.0 0.0 -0.061
N -2.610 0.740 0.025 0.1 0.2 0.0 0.021
C 3.126 2.334 -0.200 -0.1 0.1 0.0 -0.076
C 3.514 3.653 0.064 0.0 0.0 0.0 0.014
C 4.850 3.988 0.052 0.0 -0.1 0.0 -0.029
C 5.822 3.022 -0.229 0.0 0.0 0.0 -0.024
C 5.463 1.715 -0.491 -0.1 0.1 0.0 0.012
C 4.111 1.390 -0.465 0.1 -0.2 0.0 -0.155
H 4.376 -0.644 -0.887 0.0 0.0 0.0 0.180
H 2.183 -1.310 -0.817 0.1 0.1 -0.1 0.143
H -1.511 3.956 0.007 0.0 0.0 0.0 0.155
H -4.099 3.768 0.084 0.0 0.1 0.0 0.134
H -6.124 2.313 0.184 0.0 0.0 0.0 0.131
H -5.823 -0.165 0.212 0.0 0.0 0.0 0.126
H -3.526 -1.097 0.104 0.0 0.0 0.0 0.130
H 2.757 4.393 0.276 0.0 0.0 0.0 0.122
H 5.153 5.004 0.262 0.0 0.0 0.0 0.122
H 6.867 3.298 -0.239 0.0 0.0 0.0 0.125
H 6.209 0.965 -0.710 0.0 -0.1 0.0 0.127
C -1.266 -3.994 -1.102 -0.1 0.1 -0.1 0.030
C -1.254 -2.554 -1.501 -0.1 0.2 0.2 -0.305
O -0.810 -1.728 -0.673 0.0 0.1 -0.2 -0.074
C -1.774 -2.122 -2.804 0.2 -0.1 0.1 -0.159
C -1.477 -0.847 -3.301 0.0 0.0 0.0 -0.019
C -1.965 -0.444 -4.527 0.0 -0.1 0.0 -0.043
C -2.760 -1.313 -5.268 0.0 0.0 -0.1 -0.029
C -3.051 -2.585 -4.799 0.1 0.0 0.1 -0.032
C -2.546 -2.996 -3.576 0.0 0.1 0.0 0.002
H -0.745 -4.124 -0.158 0.0 0.0 0.0 0.099
H -0.836 -4.620 -1.882 0.0 0.0 0.0 0.111
H -2.303 -4.316 -0.977 0.0 0.0 0.0 0.113
H -0.819 -0.179 -2.755 0.0 0.0 0.1 0.100
H -1.717 0.531 -4.919 0.0 0.0 0.0 0.118
H -3.137 -1.002 -6.232 0.0 0.0 0.0 0.123
H -3.659 -3.256 -5.387 0.0 0.0 0.0 0.123
H -2.769 -3.992 -3.222 0.0 0.0 0.0 0.120
C 2.696 -2.470 3.696 0.0 0.0 -0.2 -0.057
C 2.420 -2.572 2.315 0.0 0.1 0.1 -0.062
C 1.447 -1.801 1.744 -0.1 -0.1 0.1 -0.078
C 0.683 -0.874 2.502 -0.1 0.1 -0.1 -0.161
C -0.336 -0.020 1.957 0.3 -0.2 -0.1 -0.133
C -1.046 0.799 2.792 -0.1 0.0 0.1 -0.096
C -0.795 0.841 4.183 0.0 0.0 -0.1 -0.052
C 0.194 0.074 4.712 0.1 -0.1 0.0 -0.009
C 0.952 -0.798 3.890 0.0 0.0 0.2 -0.153
C 1.969 -1.608 4.458 0.0 0.1 0.0 -0.011
H 3.466 -3.084 4.142 0.0 0.0 0.0 0.114
H 2.967 -3.286 1.714 0.0 -0.1 0.0 0.108
H 1.216 -1.946 0.699 -0.2 -0.1 0.1 0.057
H -1.825 1.443 2.410 -0.1 0.1 0.0 0.087
H -1.381 1.496 4.811 0.0 0.0 0.0 0.115
H 0.419 0.112 5.769 0.0 0.0 0.0 0.124
H 2.152 -1.532 5.522 0.0 0.0 0.0 0.123
```
Forces are in eV/Å.

HOMO-LUMO gap (spin up / spin down) (eV): 6.077 / 6.266
HOMO energy (spin up / spin down) (eV): -12.820 / -12.998
Charge: +2
LUMO energy (spin up / spin down) (eV): -6.7 / -6.7
2S+1: 4

Entry from the OMol25 dataset: C32H26GeIrN4O4S2 as an isolated structure (ωB97M-V with the def2-TZVPD basis set).

The geometry in XYZ format:
```
70
Properties=species:S:1:pos:R:3:forces:R:3:lowdin_charge:R:1
Ir 0.275 -1.299 1.384 0.6 -0.4 0.2 1.129
C 2.371 1.169 2.970 0.0 0.0 0.0 -0.088
C 2.857 -0.200 2.640 -0.1 0.0 0.1 -0.619
N 2.098 -1.231 2.360 0.5 0.1 -0.4 -0.119
C 2.845 -2.387 2.163 -0.1 -0.1 0.1 -0.324
C 4.182 -2.211 2.231 -0.1 0.0 0.1 -0.324
S 4.528 -0.579 2.613 0.1 0.0 0.1 1.097
C 2.071 -3.616 1.969 0.1 0.1 0.1 -0.331
C 2.483 -4.905 2.000 0.0 0.1 0.0 -0.327
S 1.131 -5.937 1.814 0.0 0.0 0.0 1.099
C 0.078 -4.584 1.719 0.0 -0.1 0.0 -0.600
N 0.710 -3.447 1.809 -0.1 -0.1 0.1 -0.062
C -1.395 -4.744 1.566 0.0 0.0 0.0 -0.057
H 1.286 1.163 2.953 0.0 0.0 0.0 0.051
H 2.718 1.900 2.240 0.0 0.0 0.0 0.085
H 2.736 1.458 3.958 0.0 0.0 0.0 0.084
H 4.958 -2.945 2.100 0.0 0.0 0.0 0.082
H 3.481 -5.283 2.135 0.0 0.0 0.0 0.080
H -1.665 -5.797 1.529 0.0 0.0 0.0 0.076
H -1.736 -4.241 0.660 0.0 0.0 0.0 0.075
H -1.905 -4.281 2.412 0.0 0.0 0.0 0.099
O -5.646 -0.742 -0.082 0.0 0.1 0.1 0.108
C -5.410 0.309 0.692 0.0 -0.1 -0.1 -0.525
O -6.184 1.235 0.766 0.0 0.0 0.1 0.086
C -4.152 0.306 1.486 -0.1 -0.1 0.1 -0.066
C -3.879 1.219 2.477 0.0 0.0 -0.1 -0.005
N -2.665 0.902 2.970 -0.1 -0.1 -0.1 0.013
N -2.119 -0.159 2.363 -0.4 0.3 0.4 0.067
C -3.009 -0.528 1.459 0.5 0.1 -0.1 -0.160
C -2.628 -1.633 0.532 0.0 -0.1 0.0 -0.552
O -3.517 -2.263 -0.047 0.0 0.0 -0.1 0.048
O -1.384 -1.906 0.388 -0.4 0.0 -0.2 -0.208
H -4.867 -1.372 -0.105 -0.1 0.0 0.1 0.063
H -4.460 2.051 2.834 0.0 0.0 0.0 0.136
H -2.151 1.370 3.696 -0.1 -0.1 0.0 0.155
C 0.610 0.258 0.642 -0.3 0.3 -0.3 -0.357
Ge 0.531 1.164 -1.084 0.0 -0.2 0.0 0.908
C 1.187 2.979 -0.790 0.0 0.1 0.0 -0.274
C 0.544 3.806 0.134 0.0 0.0 0.0 -0.123
C 1.016 5.081 0.410 0.0 0.0 0.0 -0.091
C 2.152 5.553 -0.233 0.0 0.0 0.0 -0.096
C 2.813 4.741 -1.142 0.0 0.0 0.0 -0.090
C 2.335 3.465 -1.414 0.0 0.0 0.0 -0.105
C 1.687 0.198 -2.321 0.1 0.0 0.0 -0.284
C 2.226 -1.041 -1.975 0.0 0.0 0.0 -0.105
C 3.069 -1.715 -2.850 0.0 0.0 0.0 -0.088
C 3.389 -1.160 -4.080 0.0 0.0 0.0 -0.094
C 2.850 0.067 -4.442 0.0 0.0 0.0 -0.088
C 2.004 0.736 -3.569 0.0 0.0 -0.1 -0.119
C -1.323 1.074 -1.670 -0.1 0.0 0.0 -0.274
C -1.712 -0.002 -2.468 0.0 0.0 0.0 -0.104
C -3.049 -0.213 -2.773 0.0 0.0 0.0 -0.074
C -4.018 0.655 -2.291 0.0 0.0 -0.1 -0.083
C -3.646 1.736 -1.504 0.0 0.0 0.0 -0.086
C -2.308 1.936 -1.190 0.0 0.1 -0.1 -0.099
H -0.336 3.451 0.661 0.0 0.0 0.0 0.088
H 0.498 5.705 1.127 0.0 0.0 0.0 0.100
H 2.522 6.548 -0.021 0.0 0.0 0.0 0.100
H 3.704 5.100 -1.642 0.0 0.0 0.0 0.101
H 2.876 2.841 -2.117 0.0 0.0 0.0 0.087
H 1.971 -1.490 -1.020 0.0 0.0 0.0 0.064
H 3.473 -2.681 -2.570 0.0 0.0 0.0 0.099
H 4.050 -1.684 -4.759 0.0 0.0 0.0 0.100
H 3.087 0.501 -5.405 0.0 0.0 0.0 0.101
H 1.576 1.684 -3.879 0.0 0.0 0.0 0.105
H -0.967 -0.695 -2.843 0.0 0.0 0.0 0.102
H -3.336 -1.064 -3.377 0.0 0.0 0.0 0.108
H -5.063 0.486 -2.516 0.0 0.0 0.0 0.111
H -4.402 2.408 -1.117 0.0 0.0 0.0 0.109
H -2.045 2.782 -0.567 0.0 0.0 0.0 0.085
```
Forces are in eV/Å.

HOMO-LUMO gap (spin up / spin down) (eV): 6.061 / 7.161
HOMO energy (spin up / spin down) (eV): -6.221 / -7.371
LUMO energy (spin up / spin down) (eV): -0.2 / -0.2
2S+1: 2

Record-wise E values, in hartree: -2628.068020, -4732.594040
Record-wise energy above the lowest of the compared OMol25 structures with the same formula, charge and spin values, in kcal/mol: 1.8, 51.1